[1]
# C2H5NO2S

An isolated molecule of C2H5NO2S at a distorted geometry (ωB97M-V/def2-TZVPD, the OMol25 dataset).

Output
frontier orbital gap	8.46	eV
energy relative to the best compared isomer or geometry (same formula, charge and spin)	136.9	kJ/mol
HOMO	-8.144	eV
E_tot	-18574.1507	eV

Positions of all 11 atoms, in Å:
C: 2.1689 -1.3224 -0.0275
C: -0.0645 -0.5233 -0.6958
N: 0.0876 0.5384 0.2748
O: 2.0979 -1.0347 1.2687
O: 1.2040 -1.1501 -0.9248
S: 3.4816 -2.1177 -0.5462
H: -0.2855 -0.1715 -1.7931
H: -0.7973 -1.2745 -0.4139
H: 1.3267 -0.2992 1.3292
H: -0.8246 1.0131 0.4602
H: 0.9213 1.1577 0.0133

Here is what Mulliken gives for the atomic charges, in e:
1. C 0.383
2. C -0.195
3. N -0.653
4. O -0.451
5. O -0.269
6. S -0.379
7. H 0.237
8. H 0.328
9. H 0.497
10. H 0.220
11. H 0.281


[2]
# C20H17FN2O4

An isolated molecule of C20H17FN2O4 (ωB97M-V/def2-TZVPD, the OMol25 dataset).

Output
frontier orbital gap	8.17	eV
energy relative to the best compared isomer or geometry (same formula, charge and spin)	0.0	kJ/mol
HOMO	-7.960	eV
E_tot	-34904.2124	eV

Positions of all 44 atoms, in Å:
C: -0.9404 -1.3973 -1.7767
C: -0.7783 -0.1161 -1.0429
C: 0.2957 0.7159 -1.0005
C: -0.0513 1.8381 -0.1900
C: -1.3702 1.6430 0.2139
N: -1.7915 0.4570 -0.2964
C: -3.0723 -0.1009 -0.1070
C: -4.1884 0.5228 -0.6543
C: -5.4464 -0.0205 -0.4744
C: -5.5688 -1.1909 0.2535
C: -4.4727 -1.8264 0.8095
C: -3.2193 -1.2724 0.6282
H: -2.3503 -1.7393 1.0665
H: -4.6090 -2.7336 1.3762
F: -6.7921 -1.7267 0.4293
H: -6.3244 0.4464 -0.8912
H: -4.0638 1.4298 -1.2252
C: -2.2232 2.4840 1.0877
H: -2.8774 3.1210 0.4915
H: -2.8442 1.8682 1.7375
H: -1.5888 3.1353 1.6830
C: 0.7753 2.9557 0.1957
O: 0.3626 3.9637 0.7392
C: 2.2716 2.8349 -0.1177
H: 2.4299 2.9187 -1.2003
O: 2.7999 1.5935 0.3393
C: 3.4507 0.8348 -0.5461
O: 3.6926 1.1502 -1.6801
C: 3.8531 -0.4640 0.0714
C: 4.6602 -0.5087 1.1661
C: 5.0965 -1.7426 1.6978
C: 4.6875 -2.8870 1.0917
N: 3.8645 -2.8413 0.0236
C: 3.3688 -1.6770 -0.5643
O: 2.5896 -1.7634 -1.4909
H: 3.5583 -3.7003 -0.4183
H: 4.9922 -3.8667 1.4292
H: 5.7466 -1.7719 2.5546
H: 4.9886 0.4119 1.6253
H: 2.8010 3.6459 0.3919
H: 1.2120 0.5413 -1.5238
H: -1.3210 -2.1864 -1.1301
H: -1.6345 -1.2836 -2.6106
H: 0.0311 -1.6953 -2.1617

Here is what Mulliken gives for the atomic charges, in e:
1. C -1.597
2. C 0.406
3. C -0.246
4. C 0.136
5. C 0.288
6. N 0.585
7. C -0.987
8. C -0.039
9. C -0.718
10. C 0.441
11. C -0.746
12. C -0.026
13. H 0.556
14. H 0.422
15. F -0.331
16. H 0.428
17. H 0.501
18. C -1.612
19. H 0.302
20. H 0.352
21. H 0.422
22. C 0.484
23. O -0.666
24. C -0.688
25. H 0.391
26. O -0.330
27. C 0.345
28. O -0.570
29. C 0.286
30. C 0.179
31. C -0.819
32. C -0.288
33. N 0.008
34. C 0.109
35. O -0.648
36. H 0.263
37. H 0.391
38. H 0.393
39. H 0.441
40. H 0.367
41. H 0.757
42. H 0.382
43. H 0.279
44. H 0.397


[3]
# C38H106N8O14

A cluster of 11 separate species, C38H106N8O14 in total at a distorted geometry (ωB97M-V/def2-TZVPD, the OMol25 dataset).

Output
frontier orbital gap (spin up / spin down)	1.39 / 8.51	eV
charge	-1
multiplicity	2
energy relative to the best compared isomer or geometry (same formula, charge and spin)	95.9	kJ/mol
HOMO (spin up / spin down)	0.669 / -6.519	eV
E_tot	-81700.8577	eV

Positions of all 166 atoms, in Å:
C: -0.5641 -4.4785 -5.1792
C: -0.3883 -3.6787 -3.8453
C: 0.5096 -4.2508 -2.7313
O: 0.3171 -5.5458 -2.4186
C: -0.9749 -5.9390 -2.1125
N: 0.0858 -2.3128 -4.2522
H: -1.2175 -3.9155 -5.8457
H: -1.0408 -5.4523 -5.0678
H: 0.4258 -4.5933 -5.6208
H: -1.4251 -3.6375 -3.5117
H: 0.4170 -3.6650 -1.8168
H: 1.5068 -4.1078 -3.1475
H: -1.0446 -6.9275 -1.6585
H: -1.6992 -5.8758 -2.9246
H: -1.3610 -5.2447 -1.3662
H: -0.2334 -1.7425 -3.4822
H: -0.3208 -1.9658 -5.1092
C: 4.1745 -1.4972 -2.9190
C: 4.6568 -2.1708 -1.6801
C: 4.2186 -3.5842 -1.6452
O: 4.5529 -4.2885 -0.3940
C: 4.8906 -5.6424 -0.5219
N: 6.1527 -2.1329 -1.5863
H: 4.3520 -0.4250 -3.0032
H: 3.0941 -1.5876 -3.0315
H: 4.5656 -1.9766 -3.8164
H: 4.1404 -1.6486 -0.8746
H: 4.4463 -4.2074 -2.5100
H: 3.1314 -3.6619 -1.6473
H: 4.0242 -6.1961 -0.8835
H: 5.1755 -5.9748 0.4763
H: 5.7057 -5.7860 -1.2311
H: 6.6317 -2.6343 -2.3207
H: 6.3745 -2.7817 -0.8448
C: 1.4615 -0.1549 4.3961
C: 0.8950 -1.3591 5.2485
C: 0.2757 -0.8471 6.5506
O: 1.0632 0.2000 7.0588
C: 0.4598 0.9531 8.1040
N: -0.0732 -2.1327 4.4124
H: 1.6064 -0.4577 3.3591
H: 2.3683 0.2886 4.8073
H: 0.6393 0.5588 4.3450
H: 1.7092 -2.0649 5.4131
H: 0.2180 -1.6786 7.2530
H: -0.7029 -0.5974 6.1406
H: 0.9346 1.9271 8.2219
H: 0.6376 0.4080 9.0311
H: -0.6074 1.1058 7.9429
H: -0.8798 -1.5747 4.1714
H: 0.2467 -2.2911 3.4676
C: 3.8196 2.8950 0.4472
C: 3.7379 2.4308 1.8977
C: 3.9229 3.5249 2.9752
O: 3.8157 3.0346 4.3029
C: 5.0357 2.3262 4.6693
N: 2.3787 1.9117 2.1475
H: 3.3946 2.0873 -0.1487
H: 4.8563 3.1222 0.1990
H: 3.3696 3.8746 0.2861
H: 4.4618 1.6159 1.9051
H: 3.1908 4.3151 2.8091
H: 4.8838 4.0244 2.8517
H: 5.1718 1.4546 4.0290
H: 4.9951 1.9986 5.7081
H: 5.9878 2.8523 4.5991
H: 1.6630 2.5998 1.9618
H: 2.4401 2.0815 3.1413
C: -7.0251 1.2378 2.3746
C: -7.2661 1.4785 0.9144
C: -5.9554 1.2622 0.1426
O: -4.9422 2.2405 0.4972
C: -3.6295 2.0459 -0.0383
N: -8.3189 0.5682 0.4288
H: -7.7935 1.7069 2.9891
H: -6.1563 1.7807 2.7469
H: -6.8282 0.2186 2.7070
H: -7.6581 2.4941 0.8606
H: -6.2081 1.3012 -0.9170
H: -5.6678 0.2337 0.3608
H: -3.3316 0.9976 -0.0598
H: -2.8121 2.5555 0.4720
H: -3.7336 2.4000 -1.0639
H: -8.5032 0.6566 -0.5603
H: -9.1595 0.8711 0.8997
C: -4.0389 -2.6249 5.4421
C: -4.0265 -1.1531 5.0333
C: -3.7769 -0.8833 3.5054
O: -2.3922 -1.1400 3.2615
C: -1.8368 -0.5047 2.1587
N: -5.2790 -0.5786 5.5306
H: -3.0424 -3.0537 5.3357
H: -4.5781 -3.1932 4.6842
H: -4.5195 -2.7962 6.4053
H: -3.1400 -0.7581 5.5295
H: -3.9037 0.1899 3.3630
H: -4.3645 -1.4320 2.7694
H: -2.4422 -0.7271 1.2799
H: -0.7974 -0.8021 2.0198
H: -1.9206 0.5667 2.3408
H: -5.3254 -0.6282 6.5383
H: -6.0249 -1.1508 5.1614
C: 4.1142 4.7729 -4.9324
C: 2.8035 4.6986 -4.0141
C: 2.3134 3.1835 -3.7741
O: 1.9113 2.5823 -5.0305
C: 1.9779 1.1758 -5.0213
N: 3.1478 5.3495 -2.8139
H: 3.8210 4.1881 -5.8043
H: 4.8574 4.1417 -4.4453
H: 4.5630 5.7474 -5.1249
H: 1.9598 5.2329 -4.4509
H: 1.5267 3.2432 -3.0220
H: 3.0460 2.6167 -3.1995
H: 3.0243 0.8819 -5.1039
H: 1.3841 0.8467 -5.8741
H: 1.3385 0.8048 -4.2202
H: 3.4501 6.2747 -3.0834
H: 4.0327 4.9515 -2.5335
C: -3.1483 1.8685 -5.6173
C: -4.0161 1.3537 -4.5964
C: -3.4616 0.2721 -3.6734
O: -4.3603 -0.1085 -2.5934
C: -4.0261 -1.3467 -2.0180
N: -4.3483 2.4880 -3.7354
H: -3.5456 2.7162 -6.1755
H: -2.9484 1.0647 -6.3258
H: -2.2274 2.2355 -5.1640
H: -4.9198 0.9566 -5.0586
H: -2.5614 0.6386 -3.1801
H: -3.1658 -0.5567 -4.3165
H: -2.9922 -1.3831 -1.6747
H: -4.3858 -2.1727 -2.6316
H: -4.5797 -1.2721 -1.0820
H: -4.5727 2.0939 -2.8330
H: -3.4273 2.8858 -3.6189
C: 0.5528 5.1500 -0.8541
C: -0.8104 4.5521 -0.5691
O: -1.1401 3.4528 -1.4509
O: 0.5919 5.7609 -2.0729
H: 1.3525 4.4093 -0.8491
H: 0.7922 5.7795 0.0029
H: -1.5882 5.3155 -0.5896
H: -0.7921 4.1387 0.4393
H: -1.4114 3.8664 -2.2736
H: 1.5185 5.6650 -2.3050
C: 3.0416 -3.6336 2.3279
C: 1.6326 -3.9626 1.7300
O: 0.6716 -2.8578 1.8491
O: 3.7788 -2.6044 1.6041
H: 3.6769 -4.5180 2.2796
H: 3.0361 -3.2565 3.3505
H: 1.2434 -4.8814 2.1688
H: 1.6689 -4.1749 0.6615
H: 1.1503 -2.0832 1.5452
H: 3.9901 -2.9795 0.7460
C: 1.2868 0.4799 -0.9051
C: -0.1936 0.3592 -1.4655
O: -0.5021 -0.9698 -1.4833
O: 1.4979 -0.1907 0.3588
H: 1.4061 1.5628 -0.8698
H: 2.0393 0.1503 -1.6215
H: -0.3128 0.6702 -2.5034
H: -0.9162 0.9449 -0.8972
H: 0.1571 -1.3461 -0.8955
H: 1.7367 0.4918 0.9902

These are the Mulliken partial charges, in e, on atoms 1 to 99:
1. C -1.918
2. C 0.828
3. C 0.218
4. O -0.422
5. C -0.790
6. N -0.395
7. H 0.506
8. H 0.347
9. H 0.374
10. H 0.120
11. H -0.010
12. H 0.103
13. H 0.299
14. H 0.241
15. H 0.278
16. H -0.121
17. H 0.277
18. C -2.213
19. C 2.657
20. C -0.964
21. O -0.253
22. C -1.029
23. N -0.933
24. H 0.526
25. H 0.116
26. H 0.455
27. H -0.724
28. H 0.692
29. H -0.159
30. H 0.310
31. H 0.266
32. H 0.349
33. H 0.339
34. H 0.348
35. C -0.902
36. C 0.086
37. C -0.168
38. O -0.235
39. C -0.779
40. N -0.295
41. H 0.214
42. H 0.471
43. H 0.223
44. H 0.386
45. H 0.363
46. H -0.146
47. H 0.228
48. H 0.287
49. H 0.304
50. H 0.054
51. H 0.169
52. C -1.951
53. C 1.039
54. C -1.007
55. O -0.162
56. C -0.839
57. N -0.193
58. H -0.268
59. H 1.020
60. H -0.359
61. H 0.138
62. H 0.296
63. H 0.405
64. H 0.267
65. H 0.283
66. H 0.388
67. H 0.038
68. H 0.273
69. C -1.605
70. C 0.737
71. C -0.184
72. O -0.400
73. C 0.264
74. N -0.776
75. H 0.462
76. H 0.274
77. H 0.324
78. H 0.348
79. H 0.030
80. H 0.009
81. H -0.229
82. H 0.162
83. H -0.009
84. H 0.238
85. H 0.285
86. C -1.533
87. C 0.911
88. C -0.837
89. O -0.099
90. C 0.420
91. N -0.687
92. H 0.344
93. H 0.325
94. H 0.422
95. H -0.387
96. H 0.373
97. H 0.273
98. H 0.092
99. H -0.536